Record 1
Formula: C27H54FNO14
Source: the OMol25 dataset
Level of theory: ωB97M-V/def2-TZVPD

* frontier orbital gap: 0.352 Ha
* net charge: 0
* SMILES: CCN(F)C(=O)O.CCOC(C)=O.CCOC(C)=O.CCOC(C)=O.CCOC(C)=O.CCOC(C)=O.CCOC(C)=O
* HOMO energy: -9.65 eV
* E_tot: -2268.99158 Ha

CARTESIAN COORDINATES (ANGSTROEM)
C (1.32792, 0.58417, 1.90872)
C (2.48452, 0.70858, 0.74942)
N (2.88431, -0.59950, 0.10308)
F (4.23195, -0.46273, -0.16278)
C (2.25218, -0.80561, -1.25565)
O (1.49057, -1.91832, -1.41410)
O (2.41627, 0.04894, -2.44190)
H (1.59635, -0.16712, 2.78346)
H (0.28635, 0.29608, 1.40206)
H (1.15245, 1.67419, 2.36279)
H (2.07254, 1.45283, -0.06343)
H (3.47259, 1.19623, 1.20773)
H (2.47324, 1.02276, -2.21012)
C (0.33754, 3.79176, 6.41465)
C (-0.26881, 3.94631, 5.03411)
O (-0.20510, 2.70616, 4.30464)
C (-1.12578, 1.72091, 4.38352)
C (-2.12828, 1.75385, 5.50115)
O (-1.09209, 0.77323, 3.60212)
H (-0.21159, 3.06364, 7.01698)
H (0.33892, 4.74928, 6.94465)
H (1.36914, 3.42787, 6.34202)
H (-1.29111, 4.33429, 5.06290)
H (0.32046, 4.67175, 4.46283)
H (-1.74493, 1.17431, 6.34421)
H (-3.05826, 1.30123, 5.14427)
H (-2.38567, 2.75858, 5.82994)
C (-0.38317, -3.91115, -0.54564)
C (-1.86226, -3.57998, -0.53732)
O (-2.54978, -4.27855, -1.59254)
C (-3.03174, -5.53652, -1.49352)
C (-2.58846, -6.39378, -0.34295)
O (-3.75623, -5.99673, -2.37280)
H (-0.20701, -4.97419, -0.36286)
H (0.14521, -3.33556, 0.22068)
H (0.05582, -3.68177, -1.52368)
H (-2.33208, -3.76981, 0.43206)
H (-1.99151, -2.51105, -0.73869)
H (-1.71637, -6.97795, -0.64588)
H (-3.40610, -7.07282, -0.08320)
H (-2.36117, -5.83182, 0.56059)
C (3.54240, -1.80506, -5.09484)
C (4.66484, -2.06139, -4.10900)
O (5.39972, -3.24738, -4.46614)
C (6.42699, -3.27916, -5.34266)
C (6.65396, -2.09371, -6.23619)
O (7.11275, -4.29175, -5.46176)
H (3.92438, -1.62615, -6.10310)
H (2.95139, -0.93623, -4.78896)
H (2.88058, -2.67679, -5.15781)
H (5.33307, -1.20265, -3.99725)
H (4.23625, -2.24965, -3.11868)
H (6.12243, -2.24745, -7.17821)
H (7.72668, -2.01187, -6.43544)
H (6.35386, -1.14650, -5.79283)
C (8.68311, -6.41606, -3.89448)
C (10.16698, -6.13021, -4.01218)
O (10.94253, -7.28468, -3.63817)
C (11.27063, -8.29305, -4.47490)
C (10.56005, -8.40067, -5.79349)
O (12.07810, -9.15195, -4.12834)
H (8.37167, -7.21578, -4.57121)
H (8.09833, -5.52006, -4.12457)
H (8.43556, -6.74713, -2.87910)
H (10.45023, -5.77035, -5.00552)
H (10.43602, -5.33553, -3.30792)
H (9.69404, -9.05728, -5.68186)
H (11.25049, -8.83373, -6.52347)
H (10.24691, -7.44227, -6.20243)
C (-6.00007, 4.37994, 4.00192)
C (-4.88265, 5.08787, 4.74197)
O (-3.61615, 4.86326, 4.09414)
C (-3.13737, 5.59982, 3.06807)
C (-4.07234, 6.52261, 2.34041)
O (-1.97811, 5.45680, 2.68666)
H (-6.11458, 4.76143, 2.98415)
H (-6.95137, 4.50566, 4.52819)
H (-5.78433, 3.30856, 3.91532)
H (-5.07391, 6.15683, 4.87312)
H (-4.79460, 4.66452, 5.74839)
H (-4.50210, 5.99643, 1.48483)
H (-3.49957, 7.38424, 1.98455)
H (-4.86772, 6.92329, 2.96543)
C (-11.34793, 6.66322, 1.96334)
C (-9.86406, 6.94908, 1.84564)
O (-9.08851, 5.79461, 2.21965)
C (-8.76041, 4.78624, 1.38292)
C (-9.47099, 4.67862, 0.06433)
O (-7.95294, 3.92734, 1.72948)
H (-11.65937, 5.86350, 1.28661)
H (-11.93271, 7.55923, 1.73325)
H (-11.59548, 6.33215, 2.97872)
H (-9.58081, 7.30894, 0.85230)
H (-9.59502, 7.74375, 2.54990)
H (-10.33700, 4.02201, 0.17596)
H (-8.78055, 4.24555, -0.66565)
H (-9.78413, 5.63702, -0.34462)

Results of the Mulliken charge analysis, in e, for atoms 1 through 5: atom 1 (C): -0.720, atom 2 (C): -0.318, atom 3 (N): 0.248, atom 4 (F): -0.226, atom 5 (C): 0.324

Record 2
Formula: C2H4F2O
Source: the OMol25 dataset
Level of theory: ωB97M-V/def2-TZVPD

* frontier orbital gap: 0.427 Ha
* net charge: 0
* SMILES: OCC(F)F
* HOMO energy: -10.86 eV
* E_tot: -353.55124 Ha

CARTESIAN COORDINATES (ANGSTROEM)
O (-1.87880, 0.18155, -0.33066)
C (-0.80393, -0.36005, 0.48662)
C (0.45748, 0.00111, -0.23497)
F (1.36248, -0.99108, -0.09846)
F (1.03588, 1.20172, 0.13834)
H (-2.70224, -0.23903, -0.13251)
H (-0.90737, 0.26920, 1.44449)
H (-1.08430, -1.38496, 0.76110)
H (0.21776, 0.16026, -1.29650)

Results of the natural (NBO) charge analysis, in e, for atoms 1 through 5: atom 1 (O): -0.731, atom 2 (C): -0.150, atom 3 (C): 0.545, atom 4 (F): -0.335, atom 5 (F): -0.344

Record 3
Formula: H23O11
Source: the OMol25 dataset
Level of theory: ωB97M-V/def2-TZVPD

* frontier orbital gap: 0.393 Ha
* net charge: +1
* HOMO energy: -13.61 eV
* E_tot: -841.02176 Ha

CARTESIAN COORDINATES (ANGSTROEM)
O (0.01861, -0.71219, -2.87656)
H (0.87218, -0.55777, -2.75547)
H (-0.19867, -0.63409, 3.04358)
O (3.61272, 0.83691, -2.34479)
H (3.50411, 1.31173, -3.01781)
H (2.54931, -0.21926, -0.77992)
O (-3.64017, 1.04644, -0.68319)
H (3.68230, 2.60694, -0.14819)
H (-2.73785, -0.00095, -0.87170)
O (-1.16001, 1.28707, 0.48797)
H (-0.57068, 1.71608, 0.03680)
H (1.29173, 3.62910, 1.11056)
O (-0.51392, -0.93919, 2.21930)
H (-2.14333, -1.49775, -0.34329)
H (-1.38071, 1.62033, 1.25882)
O (-2.89068, -2.22424, 0.93702)
H (-3.67661, -1.66119, 1.05220)
H (-3.09020, 1.46576, -1.37732)
O (2.08994, -0.52099, -0.15805)
H (-3.25490, 1.52797, 0.12743)
O (0.53859, 3.16424, 1.58277)
H (0.89887, 2.76974, 2.42937)
H (4.29582, 0.30748, -2.73250)
O (-0.26553, -3.60295, 2.02622)
H (2.91493, -0.69532, 0.51231)
H (0.23295, -3.56953, 1.09812)
O (3.06746, 2.81834, -0.89383)
H (0.28375, -4.12853, 2.71327)
H (2.93840, 2.04249, -1.34822)
O (-1.85626, -0.72027, -0.81276)
H (-1.18649, -0.39491, -0.10186)
H (-3.06948, -2.98545, 0.52773)
H (-0.73807, -2.00921, 2.22960)
H (-0.41812, -1.07684, -2.14759)

Results of the natural (NBO) charge analysis, in e, for atoms 1 through 5: atom 1 (O): -0.938, atom 2 (H): 0.465, atom 3 (H): 0.473, atom 4 (O): -0.931, atom 5 (H): 0.460

Record 4
Formula: C40H81IN5O8
Source: the OMol25 dataset
Level of theory: ωB97M-V/def2-TZVPD

* frontier orbital gap: 0.267 Ha
* net charge: +1
* HOMO energy: -9.81 eV
* E_tot: -2745.54202 Ha

CARTESIAN COORDINATES (ANGSTROEM)
C (-7.32237, -0.50031, 0.90223)
C (-6.18368, -0.51481, 0.58075)
C (-4.66481, -0.30207, 0.43180)
C (-4.18566, -0.13918, -1.07561)
C (-3.29262, -1.41200, -1.44473)
C (-4.08531, -2.35766, -2.47063)
C (-4.11042, -3.87017, -2.02634)
O (-3.63507, -4.74442, -3.08627)
C (-5.61467, -4.29204, -1.79877)
N (-6.27680, -3.43099, -0.77415)
C (-1.83361, -1.14201, -2.00374)
I (-0.52326, -2.67666, -1.11001)
C (-1.18231, 0.29759, -1.70291)
C (-0.45354, 0.77240, -2.99133)
C (0.59862, -0.32598, -3.50495)
C (0.42933, 2.07960, -2.94352)
C (-0.27802, 3.41469, -3.36747)
C (0.66225, 4.68478, -3.18925)
N (-2.11265, 1.16306, -0.92952)
C (-1.53664, 2.44258, -0.36102)
C (-1.72249, 2.51409, 1.22327)
C (-2.00826, 4.00499, 1.68271)
O (-3.07527, 3.92137, 2.66604)
C (-3.81612, 5.11536, 2.57462)
C (-5.27573, 5.16333, 2.05423)
O (-3.29148, 6.12003, 2.93956)
C (-3.52817, 1.26137, -1.43735)
C (-3.63364, 1.67478, -2.96390)
C (-3.93200, 0.54595, -3.99907)
C (-4.29272, 1.28535, -5.38002)
C (-4.39831, 2.39443, -0.72917)
C (-5.93599, 2.31404, -0.97919)
O (-6.63840, 2.69138, -0.07700)
N (-6.58339, 1.89237, -2.20870)
C (-6.96145, 3.17791, -2.89580)
C (-7.79788, 1.08330, -2.01066)
H (-8.36437, -0.71915, 1.16842)
H (-4.24479, -1.21129, 0.94319)
H (-4.33766, 0.52969, 1.11579)
H (-5.13021, -0.15735, -1.67916)
H (-3.14466, -2.10293, -0.57409)
H (-5.15690, -2.05574, -2.57497)
H (-3.65263, -2.33609, -3.49930)
H (-3.48000, -4.10329, -1.13340)
H (-3.39381, -5.55977, -2.61201)
H (-6.18864, -4.27512, -2.76318)
H (-5.66288, -5.34366, -1.39030)
H (-5.59328, -3.33435, -0.02274)
H (-7.13805, -3.86255, -0.44007)
H (-1.83919, -1.39440, -3.08292)
H (-0.36203, 0.04289, -0.97153)
H (-1.12743, 0.88390, -3.88588)
H (0.13354, -1.29495, -3.78527)
H (1.39334, -0.42635, -2.72814)
H (1.08507, 0.04084, -4.44669)
H (1.26949, 1.99318, -3.68676)
H (0.99100, 2.21475, -1.97447)
H (-0.46481, 3.34846, -4.47509)
H (-1.22622, 3.65329, -2.83801)
H (1.43274, 4.76079, -3.99100)
H (1.11605, 4.68904, -2.16578)
H (-0.01985, 5.57575, -3.22566)
H (-2.23147, 0.62977, -0.04759)
H (-0.42567, 2.30590, -0.42368)
H (-1.86140, 3.36287, -0.87891)
H (-2.59193, 1.90513, 1.57402)
H (-0.81883, 2.13647, 1.75902)
H (-2.41413, 4.55411, 0.79168)
H (-1.10282, 4.51425, 2.08841)
H (-5.30490, 5.33278, 0.94424)
H (-5.86299, 4.23515, 2.24255)
H (-5.76844, 6.02897, 2.54800)
H (-4.41246, 2.46015, -3.14282)
H (-2.70991, 2.20507, -3.33064)
H (-4.81689, -0.09032, -3.77978)
H (-3.06794, -0.10916, -4.25996)
H (-4.87978, 0.56123, -5.98861)
H (-3.31338, 1.40655, -5.91972)
H (-4.78905, 2.26711, -5.22336)
H (-4.05854, 3.37984, -1.15932)
H (-4.26308, 2.46854, 0.37093)
H (-7.95540, 3.55742, -2.55870)
H (-6.83542, 3.12457, -4.00046)
H (-6.21007, 3.94036, -2.53809)
H (-8.53936, 1.48914, -1.28353)
H (-8.32397, 1.05235, -3.00537)
H (-7.51319, 0.01895, -1.81175)
C (3.56685, -4.49578, 6.01453)
O (4.06530, -5.23506, 4.91217)
C (3.11788, -6.15093, 4.36832)
C (2.68219, -5.70911, 2.97823)
N (1.85508, -4.50541, 3.04144)
C (1.61882, -3.88243, 1.74026)
C (2.83339, -3.32118, 0.99230)
O (3.43161, -2.19895, 1.62037)
C (4.38306, -2.51665, 2.62828)
H (4.39841, -3.94088, 6.44957)
H (2.80488, -3.77756, 5.69529)
H (3.15447, -5.15904, 6.77979)
H (2.25844, -6.29485, 5.03043)
H (3.62944, -7.11371, 4.27846)
H (2.10921, -6.51341, 2.50709)
H (3.58882, -5.53880, 2.38612)
H (2.30788, -3.82493, 3.64028)
H (0.92420, -3.05410, 1.91479)
H (1.09813, -4.59863, 1.09412)
H (2.47385, -2.95719, 0.02358)
H (3.58197, -4.08723, 0.76389)
H (4.91281, -3.44930, 2.42396)
H (3.89621, -2.55759, 3.60543)
H (5.11390, -1.70698, 2.66533)
C (7.65184, -0.27931, 4.32678)
O (7.60838, -0.32917, 2.90920)
C (7.29348, 0.92787, 2.31334)
C (8.49510, 1.48312, 1.56143)
N (9.54582, 1.90460, 2.48338)
C (10.82124, 2.20539, 1.82949)
C (11.54513, 1.05396, 1.12456)
O (12.02936, 0.04949, 2.00271)
C (11.08354, -0.95001, 2.34505)
H (7.74836, -1.30011, 4.69807)
H (8.51657, 0.29350, 4.67392)
H (6.73250, 0.15184, 4.73396)
H (6.91338, 1.64613, 3.04667)
H (6.49277, 0.73910, 1.59069)
H (8.17938, 2.34199, 0.96117)
H (8.85129, 0.69954, 0.88199)
H (9.70423, 1.16917, 3.16198)
H (11.48666, 2.58773, 2.60873)
H (10.66920, 3.02268, 1.11769)
H (12.43349, 1.47892, 0.64777)
H (10.95335, 0.61268, 0.31465)
H (10.37060, -1.14203, 1.53966)
H (10.55733, -0.67884, 3.26350)
H (11.63107, -1.87180, 2.54685)

Results of the Mulliken charge analysis, in e, for atoms 1 through 5: atom 1 (C): 0.332, atom 2 (C): -1.704, atom 3 (C): -0.037, atom 4 (C): -0.984, atom 5 (C): 0.430

Repeat the third record exactly.
Formula: H23O11
Source: the OMol25 dataset
Level of theory: ωB97M-V/def2-TZVPD

* frontier orbital gap: 0.393 Ha
* net charge: +1
* HOMO energy: -13.61 eV
* E_tot: -841.02176 Ha

CARTESIAN COORDINATES (ANGSTROEM)
O (0.01861, -0.71219, -2.87656)
H (0.87218, -0.55777, -2.75547)
H (-0.19867, -0.63409, 3.04358)
O (3.61272, 0.83691, -2.34479)
H (3.50411, 1.31173, -3.01781)
H (2.54931, -0.21926, -0.77992)
O (-3.64017, 1.04644, -0.68319)
H (3.68230, 2.60694, -0.14819)
H (-2.73785, -0.00095, -0.87170)
O (-1.16001, 1.28707, 0.48797)
H (-0.57068, 1.71608, 0.03680)
H (1.29173, 3.62910, 1.11056)
O (-0.51392, -0.93919, 2.21930)
H (-2.14333, -1.49775, -0.34329)
H (-1.38071, 1.62033, 1.25882)
O (-2.89068, -2.22424, 0.93702)
H (-3.67661, -1.66119, 1.05220)
H (-3.09020, 1.46576, -1.37732)
O (2.08994, -0.52099, -0.15805)
H (-3.25490, 1.52797, 0.12743)
O (0.53859, 3.16424, 1.58277)
H (0.89887, 2.76974, 2.42937)
H (4.29582, 0.30748, -2.73250)
O (-0.26553, -3.60295, 2.02622)
H (2.91493, -0.69532, 0.51231)
H (0.23295, -3.56953, 1.09812)
O (3.06746, 2.81834, -0.89383)
H (0.28375, -4.12853, 2.71327)
H (2.93840, 2.04249, -1.34822)
O (-1.85626, -0.72027, -0.81276)
H (-1.18649, -0.39491, -0.10186)
H (-3.06948, -2.98545, 0.52773)
H (-0.73807, -2.00921, 2.22960)
H (-0.41812, -1.07684, -2.14759)

Results of the natural (NBO) charge analysis, in e, for atoms 1 through 5: atom 1 (O): -0.938, atom 2 (H): 0.465, atom 3 (H): 0.473, atom 4 (O): -0.931, atom 5 (H): 0.460

net charge of number 4 (C40H81IN5O8)?
+1